# 1
DFT (ωB97M-V/def2-TZVPD) results for C35H38CoN4O2Si as an isolated structure.

Atoms and positions in Å:
Co (-0.261, -0.047, -1.653)
C (-0.100, 4.977, 0.688)
C (-1.004, 5.042, -0.365)
C (-1.459, 3.889, -0.986)
C (-1.040, 2.627, -0.549)
C (-0.112, 2.572, 0.495)
C (0.350, 3.732, 1.102)
N (-1.425, 1.438, -1.203)
C (-2.549, 1.371, -1.923)
C (-3.759, 2.097, -1.703)
C (-4.836, 1.876, -2.509)
C (-4.812, 0.953, -3.592)
C (-3.681, 0.241, -3.839)
C (-2.556, 0.447, -3.014)
N (-1.360, -0.213, -3.128)
N (-1.132, -1.042, -4.056)
C (0.115, -1.657, -3.819)
C (0.672, -2.511, -4.756)
C (1.883, -3.112, -4.461)
C (2.500, -2.861, -3.243)
C (1.873, -2.005, -2.355)
N (0.716, -1.418, -2.645)
H (0.254, 5.880, 1.168)
H (-1.348, 6.005, -0.723)
H (-2.127, 3.968, -1.835)
H (0.235, 1.605, 0.818)
H (1.063, 3.650, 1.915)
H (-3.821, 2.792, -0.877)
H (-5.755, 2.412, -2.303)
H (-5.693, 0.809, -4.202)
H (-3.625, -0.479, -4.644)
H (0.144, -2.681, -5.684)
H (2.344, -3.780, -5.177)
H (3.437, -3.327, -2.975)
H (2.273, -1.780, -1.374)
C (3.473, 2.525, -1.898)
C (2.704, 1.252, -2.162)
O (1.293, 1.486, -2.153)
H (4.546, 2.329, -1.906)
H (3.214, 2.932, -0.917)
H (3.249, 3.279, -2.654)
H (2.957, 0.490, -1.421)
H (2.933, 0.848, -3.149)
H (1.079, 2.114, -1.445)
C (-1.415, -3.328, 1.022)
C (0.013, -3.074, 1.529)
C (0.162, -3.708, 2.916)
C (1.005, -3.732, 0.568)
Si (0.277, -1.201, 1.538)
O (0.310, -0.612, 0.041)
C (-1.143, -0.469, 2.540)
C (-2.293, -0.037, 1.870)
C (-3.374, 0.502, 2.555)
C (-3.330, 0.620, 3.939)
C (-2.202, 0.195, 4.628)
C (-1.124, -0.341, 3.933)
C (1.903, -0.696, 2.363)
C (2.714, 0.207, 1.669)
C (3.902, 0.692, 2.203)
C (4.312, 0.280, 3.463)
C (3.527, -0.614, 4.179)
C (2.340, -1.092, 3.636)
H (-1.581, -4.405, 0.894)
H (-1.592, -2.847, 0.055)
H (-2.165, -2.953, 1.722)
H (-0.131, -4.765, 2.877)
H (-0.476, -3.222, 3.662)
H (1.194, -3.673, 3.268)
H (0.864, -4.821, 0.565)
H (2.044, -3.532, 0.851)
H (0.854, -3.375, -0.453)
H (-2.335, -0.111, 0.788)
H (-4.250, 0.832, 2.009)
H (-4.169, 1.045, 4.477)
H (-2.158, 0.289, 5.707)
H (-0.248, -0.647, 4.496)
H (2.391, 0.537, 0.688)
H (4.505, 1.395, 1.639)
H (5.236, 0.654, 3.886)
H (3.838, -0.938, 5.164)
H (1.749, -1.783, 4.225)

The spin multiplicity is 2. As for the HOMO energy (alpha / beta): -7.116 / -7.091 eV. The HOMO-LUMO gap (alpha / beta) is 5.87 / 5.87 eV. The total energy comes out at -3398.364193 Eh. As for the molecular weight: 633.73 g/mol.

Atom charges from the Mulliken analysis, given in e for atoms 1 to 2: -1.228, -0.694

# 2
DFT (ωB97M-V/def2-TZVPD) results for C35H38FN3O3PdSi as an isolated structure at a distorted geometry.

Atoms and positions in Å:
C (0.823, 2.476, -1.953)
C (-0.216, 2.166, -2.938)
C (-1.516, 2.347, -2.247)
H (-0.080, 2.156, -4.013)
C (-1.233, 2.794, -0.935)
C (0.193, 2.864, -0.763)
H (0.679, 3.197, 0.146)
H (1.896, 2.433, -2.150)
H (-2.484, 2.310, -2.739)
H (-1.951, 3.135, -0.196)
Pd (-0.440, 0.192, -2.320)
C (-1.224, -2.126, -6.210)
H (-2.227, -1.707, -6.077)
H (-1.331, -3.207, -6.370)
H (-0.782, -1.727, -7.144)
Si (-0.118, -0.691, -4.895)
C (1.662, -0.578, -5.278)
C (2.347, 0.641, -5.217)
H (1.900, 1.505, -4.718)
C (3.622, 0.736, -5.784)
H (4.138, 1.697, -5.800)
C (4.233, -0.391, -6.352)
H (5.198, -0.297, -6.867)
C (3.585, -1.636, -6.289)
H (4.069, -2.517, -6.715)
C (2.322, -1.750, -5.708)
H (1.844, -2.730, -5.586)
C (-1.214, 0.667, -5.493)
C (-0.772, 1.369, -6.624)
H (0.248, 1.225, -6.986)
C (-1.663, 2.230, -7.274)
H (-1.324, 2.742, -8.166)
C (-2.957, 2.427, -6.797)
H (-3.646, 3.098, -7.320)
C (-3.367, 1.758, -5.642)
H (-4.361, 1.920, -5.244)
C (-2.500, 0.881, -4.985)
H (-2.797, 0.387, -4.053)
H (-0.102, -1.076, -3.442)
H (-0.483, -2.124, -5.204)
F (-0.350, 2.940, 4.089)
C (-0.253, 1.589, 3.827)
C (-0.116, 1.203, 2.509)
C (0.019, -0.163, 2.199)
C (0.123, -0.606, 0.812)
O (0.441, 0.164, -0.139)
C (-0.075, -2.001, 0.601)
C (0.266, -2.848, 1.614)
N (0.264, -2.479, 2.935)
C (0.425, -3.470, 3.924)
C (0.098, -4.906, 3.606)
C (1.519, -4.468, 3.724)
C (0.092, -1.116, 3.250)
C (0.016, -0.684, 4.586)
C (-0.185, 0.675, 4.906)
N (-0.279, 1.058, 6.257)
C (0.757, 0.575, 7.156)
C (0.226, 0.418, 8.570)
N (-0.398, 1.711, 8.935)
C (-1.481, 2.182, 8.044)
C (-0.883, 2.305, 6.645)
C (-0.342, -2.470, -0.807)
O (0.259, -3.466, -1.200)
O (-1.216, -1.726, -1.410)
H (-0.154, 1.931, 1.697)
H (0.499, -3.891, 1.398)
H (0.215, -3.171, 4.943)
H (-0.293, -5.493, 4.444)
H (-0.286, -5.132, 2.608)
H (2.109, -4.393, 2.810)
H (2.062, -4.778, 4.614)
H (0.100, -1.402, 5.404)
H (1.616, 1.280, 7.164)
H (1.116, -0.393, 6.797)
H (-0.553, -0.341, 8.663)
H (1.029, 0.207, 9.283)
H (-0.753, 1.665, 9.894)
H (0.337, 2.419, 8.880)
H (-1.842, 3.149, 8.413)
H (-2.288, 1.448, 8.101)
H (-0.124, 3.111, 6.651)
H (-1.688, 2.572, 5.951)

The spin multiplicity is 5. As for the HOMO energy (alpha / beta): -8.886 / -12.353 eV. The HOMO-LUMO gap (alpha / beta) is 4.22 / 5.61 eV. The total energy comes out at -2262.895543 Eh. The value obtained for the energy above the lowest of the compared OMol25 structures with the same formula, charge and spin is 15.7 kcal per mole. Its total charge is +2. As for the molecular weight: 702.21 g/mol.

Atom charges from the Mulliken analysis, given in e for atoms 1 to 2: -0.456, -1.318

# 3
DFT (ωB97M-V/def2-TZVPD) results for C35H39N5O8PSTi as an isolated structure.

Atoms and positions in Å:
Ti (-0.238, -0.009, 0.187)
O (3.400, 4.228, 0.287)
C (3.645, 4.081, 1.520)
O (4.446, 4.597, 2.281)
C (2.793, 2.893, 1.938)
C (1.429, 3.039, 2.201)
C (0.633, 1.932, 2.079)
N (1.100, 0.704, 1.747)
C (2.439, 0.509, 1.841)
C (3.293, 1.589, 1.928)
C (2.950, -0.891, 1.975)
C (4.311, -1.174, 1.860)
C (4.760, -2.457, 2.125)
C (3.837, -3.425, 2.479)
C (2.502, -3.060, 2.552)
N (2.059, -1.825, 2.322)
C (-0.829, 1.953, 2.271)
C (-1.507, 2.893, 3.027)
C (-2.862, 2.704, 3.237)
C (-3.492, 1.593, 2.694)
C (-2.754, 0.725, 1.918)
N (-1.450, 0.916, 1.704)
H (1.005, 4.014, 2.399)
H (4.362, 1.450, 1.992)
H (5.019, -0.410, 1.573)
H (5.814, -2.691, 2.052)
H (4.135, -4.442, 2.695)
H (1.752, -3.800, 2.805)
H (-0.980, 3.725, 3.471)
H (-3.421, 3.411, 3.836)
H (-4.541, 1.399, 2.866)
H (-3.195, -0.145, 1.456)
C (-2.836, -3.483, 1.981)
C (-1.426, -3.110, 2.423)
C (-0.799, -4.205, 3.275)
O (-1.530, -1.904, 3.155)
C (-0.593, -2.923, 1.149)
O (-0.100, -3.802, 0.517)
O (-0.418, -1.615, 0.777)
H (-3.460, -3.590, 2.868)
H (-2.825, -4.421, 1.429)
H (-3.257, -2.713, 1.334)
H (-1.464, -4.427, 4.108)
H (0.159, -3.871, 3.681)
H (-0.638, -5.111, 2.692)
H (-0.656, -1.674, 3.493)
C (-4.497, 2.653, -1.908)
N (-3.808, 1.367, -1.828)
C (-4.344, 0.242, -2.396)
C (-3.774, -0.958, -2.253)
C (-2.561, -1.090, -1.468)
O (-2.016, -2.168, -1.296)
N (-2.003, 0.096, -0.941)
C (-2.656, 1.312, -1.067)
O (-2.258, 2.339, -0.529)
H (-5.331, 2.553, -2.597)
H (-3.822, 3.425, -2.269)
H (-4.865, 2.955, -0.929)
H (-5.252, 0.394, -2.963)
H (-4.187, -1.848, -2.699)
C (0.503, 4.222, -0.798)
S (0.803, 2.749, -1.742)
C (-0.514, 2.900, -2.937)
O (0.390, 1.591, -0.816)
H (0.468, 5.042, -1.518)
H (1.365, 4.348, -0.139)
H (-0.456, 4.102, -0.293)
H (-0.152, 3.590, -3.701)
H (-1.411, 3.274, -2.453)
H (-0.670, 1.918, -3.378)
C (3.294, 0.135, -1.417)
P (1.814, -0.907, -1.241)
C (2.471, -2.591, -1.079)
C (1.071, -0.932, -2.901)
C (0.150, -1.936, -3.199)
C (-0.447, -1.984, -4.450)
C (-0.120, -1.044, -5.418)
C (0.812, -0.054, -5.134)
C (1.402, 0.005, -3.879)
H (3.083, 1.196, -1.292)
H (3.750, -0.039, -2.392)
H (4.007, -0.160, -0.652)
H (2.975, -2.860, -2.007)
H (1.663, -3.290, -0.872)
H (3.182, -2.627, -0.254)
H (-0.118, -2.675, -2.455)
H (-1.162, -2.767, -4.670)
H (-0.576, -1.093, -6.398)
H (1.088, 0.666, -5.893)
H (2.138, 0.775, -3.679)

As for the HOMO energy: -10.685 eV. The HOMO-LUMO gap is 6.66 eV. The total energy comes out at -3821.817849 Eh. The value obtained for the energy above the lowest of the compared OMol25 structures with the same formula, charge and spin is 26.7 kcal per mole. Its total charge is +1. As for the molecular weight: 768.63 g/mol.

Atom charges from the Mulliken analysis, given in e for atoms 1 to 2: -1.739, -0.665